# C18H22N4OS

A molecular structure, C18H22N4OS (wB97M-V/def2-TZVPD, OMol25).

HOMO-LUMO gap	7.95	eV
energy above the lowest of the compared OMol25 structures with the same formula, charge and spin	446.63	kcal/mol

Geometry (Å):
H -1.8217 -3.7473 -2.3399
H -1.5006 -0.9513 0.2503
H -0.1587 -2.8768 0.0463
H -2.1220 -5.9178 1.9936
C -0.0709 -2.4665 -1.0249
C 1.0914 1.0407 1.4293
H -1.5105 -5.1079 -0.1887
N 2.1051 3.1933 0.7695
C 3.1663 5.2886 0.1498
H 3.6408 8.3768 1.4150
H -0.6362 1.2377 -0.4206
H 2.1284 -1.9714 -0.8861
H -0.0026 -0.7976 1.4827
C 3.9021 6.1062 -0.6516
C 3.8986 7.4504 -0.3699
H 1.4068 -1.3797 -2.2416
H -3.1332 -2.4511 -2.1665
C 1.0891 -0.2458 0.9688
H 3.0584 3.4024 -1.2040
C -1.6641 -0.8458 -0.9711
C -2.2030 -4.6659 0.2304
C -3.6677 -2.8082 0.5144
H 1.8688 -0.7139 1.0829
H -4.0478 -2.0888 0.0941
C -0.3911 0.2451 -0.9345
C 3.4612 7.5903 0.9061
H 3.9078 5.8546 -1.6910
H 0.0856 -3.3710 -1.7942
N 1.7689 1.8062 0.4236
H -2.4424 -0.4963 -1.1646
C -2.4093 -2.9322 -1.4521
C 2.5664 3.9727 -0.0495
H -0.3511 0.5295 -1.9363
S 2.7387 6.0371 1.5849
O 0.8617 1.4425 2.5486
C -3.5679 -4.4018 2.1146
H 4.4670 8.2931 -0.9695
H -5.0695 -2.6879 2.1784
C 1.3195 -1.5233 -1.2179
C -2.7992 -3.5350 -0.4542
C -2.6802 -4.9805 1.4936
C -4.1331 -3.3339 1.7542
N -1.1239 -2.0372 -1.5400
N 0.8029 -0.2816 -0.3862
H 1.9455 1.5856 -0.4164
H -3.7745 -4.8365 3.0399

---

# C18H22N6O5

C18H22N6O5 in the gas phase (wB97M-V/def2-TZVPD, OMol25).

SMILES string	C/C(=N/NC(=O)[C@@H](C)n1nc(C)c([N+](=O)[O-])c1C)c1ccc(OCC(N)=O)cc1
HOMO-LUMO gap	8.53	eV

Geometry (Å):
H 0.6267 5.4783 -1.1206
C 0.4362 3.4789 -0.4491
H 0.7392 1.0958 -1.2671
O 0.7339 2.2228 -4.2298
H 2.7446 0.2541 -4.6268
H -2.8643 -0.5550 -2.2699
H -0.0682 -1.1062 5.4454
H 0.5174 -4.3094 -0.0702
C 0.8596 0.7547 2.1467
O -2.8775 -1.6067 -0.1644
C -0.2689 0.9516 2.9349
C 0.2924 -0.7911 4.4624
C 1.1448 -3.4207 -0.0614
N 0.6877 3.1182 -1.6418
C 0.5561 -2.3724 -0.9175
H -1.7989 -1.8468 3.5788
N -1.8388 -2.2462 -0.1143
C -0.7788 -1.8658 -0.9311
C 0.7855 1.4561 -3.3025
O -0.5794 0.2444 4.0572
N -1.0180 -2.3733 3.2240
C 0.9266 -0.0634 -3.5380
C 0.1983 2.5890 0.7091
N 0.7707 1.8116 -1.9923
H -1.7948 0.2000 -3.4801
H 2.1401 -3.6593 -0.4231
C -1.9162 -0.0459 -2.4277
H -1.9533 0.8860 -1.8616
N 1.2547 -1.7454 -1.8332
H -1.1952 -3.0577 2.4972
H -1.6618 3.5229 1.2390
O -1.6767 -3.2033 0.6330
N 0.4374 -0.8728 -2.4473
H 2.0008 1.4389 0.4897
H 1.2159 -3.0832 0.9741
C -1.1741 1.9569 2.5878
H 0.3473 -0.2941 -4.4415
H 1.5730 -0.0222 2.3691
C -0.8075 -0.8971 -1.9458
H -0.6408 5.2422 0.0945
C 2.4008 -0.3625 -3.8013
H 1.0474 5.2331 0.5917
H 2.9935 -0.1439 -2.9175
C 0.2327 -1.9822 3.4934
C -0.9428 2.7600 1.4953
H 1.3259 -0.4410 4.5565
C 0.3637 4.9530 -0.2079
H 2.5321 -1.4114 -4.0504
H -2.0504 2.0928 3.2015
O 1.2305 -2.4934 3.0295
C 1.0858 1.5717 1.0514